The following is a quantum chemistry calculation of C19H43N2OP3RuSe as an isolated structure at a distorted geometry, from the Open Molecules 2025 dataset.

The geometry in XYZ format:
```
70
Properties=species:S:1:pos:R:3:lowdin_spin:R:1
Ru -0.065 -0.207 -0.694 0.18
P -1.334 -0.700 1.184 0.04
P 1.111 -2.087 -0.563 0.02
P -1.806 -0.702 -2.019 0.03
H 1.305 2.082 -0.800 0.00
C 0.233 2.080 -0.970 0.01
C -0.536 1.966 0.245 0.02
H 0.027 2.036 1.171 0.00
C -0.722 -0.084 2.821 0.00
C -1.768 -2.460 1.596 0.01
C -3.094 -0.094 1.182 0.01
C 2.496 -2.113 -1.821 0.03
C 2.100 -2.302 0.993 0.00
C 0.402 -3.799 -0.766 0.00
C -2.937 0.722 -2.212 0.00
C -2.916 -2.147 -1.734 0.00
C -1.319 -1.098 -3.734 0.04
H -0.140 2.496 -1.905 0.00
H -1.588 2.243 0.343 0.00
H -0.586 1.006 2.808 0.00
H 0.239 -0.512 3.159 0.00
H -1.470 -0.297 3.595 0.00
H -0.886 -3.056 1.853 0.00
H -2.320 -2.991 0.811 0.00
H -2.418 -2.510 2.479 0.00
H -3.138 0.983 1.005 0.00
H -3.528 -0.261 2.173 0.00
H -3.796 -0.571 0.481 0.00
H 3.216 -2.954 -1.703 0.01
H 3.006 -1.137 -1.693 0.01
H 2.011 -2.140 -2.818 0.00
H 2.929 -3.036 0.929 0.00
H 1.418 -2.593 1.808 0.00
H 2.520 -1.320 1.260 0.00
H 1.166 -4.596 -0.840 0.00
H -0.203 -3.828 -1.685 0.00
H -0.257 -4.030 0.087 0.00
H -3.617 0.563 -3.063 0.00
H -2.326 1.615 -2.395 0.00
H -3.522 0.882 -1.298 0.00
H -3.533 -2.356 -2.623 0.00
H -3.597 -1.991 -0.892 0.00
H -2.334 -3.053 -1.527 0.00
H -2.199 -1.156 -4.399 0.00
H -0.793 -2.060 -3.726 0.00
H -0.611 -0.329 -4.083 0.02
C 2.065 2.295 -4.809 0.17
C 1.547 3.453 -4.220 0.26
C 1.597 4.715 -4.834 0.28
C 2.159 4.846 -6.136 0.05
C 2.666 3.693 -6.758 0.17
C 2.604 2.441 -6.118 0.34
Se 1.920 0.725 -3.637 1.05
H 1.209 0.299 -1.972 0.20
H 1.070 3.372 -3.216 0.01
H 1.210 5.594 -4.321 0.01
H 2.180 5.829 -6.612 0.00
H 3.098 3.823 -7.733 0.00
H 2.988 1.578 -6.649 0.01
C 2.072 0.569 5.840 0.11
N 2.866 1.282 4.908 0.58
C 2.842 0.989 3.569 0.04
N 3.663 1.803 2.820 0.11
O 2.169 0.101 3.073 0.06
H 1.358 0.013 5.218 0.01
H 1.534 1.250 6.501 0.03
H 2.665 -0.153 6.421 0.06
H 3.475 2.073 5.216 0.00
H 3.731 1.611 1.836 0.00
H 4.195 2.553 3.251 0.00
```

The calculation puts the frontier orbital gap (spin up / spin down) at 7.95 / 4.23 eV. For the LUMO energy (spin up / spin down), the calculation gives -11.2 / -15.0 eV. Its total charge is +4. Its multiplicity is 5.

The following is a quantum chemistry calculation of a 9-piece molecular cluster, C19H43N3O17S overall at a distorted geometry, from the Open Molecules 2025 dataset.

The geometry in XYZ format:
```
83
Properties=species:S:1:pos:R:3:lowdin_charge:R:1
N 1.777 -3.209 2.709 0.34
H 1.448 -3.118 1.759 0.08
H 1.120 -3.695 3.304 0.16
H 2.107 -2.319 3.053 0.16
H 2.554 -3.854 2.692 0.14
N -0.057 -3.844 -1.651 0.32
H -0.598 -3.595 -2.467 0.15
H -0.570 -4.102 -0.820 0.12
H 0.587 -3.101 -1.421 0.06
H 0.583 -4.574 -1.926 0.14
N 3.709 -3.736 -0.429 0.32
H 3.320 -4.306 -1.166 0.14
H 4.000 -4.272 0.377 0.14
H 2.978 -3.085 -0.179 0.02
H 4.450 -3.154 -0.793 0.15
C 0.776 -1.033 -0.015 -0.26
O 1.613 -2.157 -0.055 -0.45
H 0.063 -0.951 -0.835 0.05
H 0.049 -1.120 0.792 0.05
H 1.308 -0.082 -0.011 0.07
C -6.426 -1.313 1.039 0.00
C -5.123 -1.093 0.311 -0.31
C -3.953 -0.532 1.128 -0.06
O -2.865 -1.329 0.641 0.07
C -3.337 -2.290 -0.114 -0.62
O -2.574 -3.130 -0.538 0.09
O -4.611 -2.261 -0.271 0.17
H -6.242 -1.989 1.874 0.10
H -7.161 -1.780 0.383 0.10
H -6.934 -0.412 1.382 0.10
H -5.331 -0.369 -0.476 0.16
H -4.196 -0.712 2.175 0.12
H -3.773 0.526 0.938 0.13
C 0.086 1.840 -2.828 0.01
C -1.193 2.501 -2.130 -0.26
C -2.039 1.577 -1.261 -0.11
O -2.141 2.366 -0.122 0.08
C -1.283 3.361 -0.089 -0.61
O -1.068 3.981 0.882 0.20
O -0.611 3.386 -1.221 0.12
H 0.802 2.627 -3.065 0.09
H 0.022 1.147 -3.667 0.08
H 0.593 1.215 -2.092 0.04
H -1.815 2.951 -2.903 0.16
H -1.594 0.584 -1.190 0.10
H -3.039 1.325 -1.613 0.14
C 1.777 3.090 3.800 -0.03
C 2.777 3.287 2.669 -0.29
C 2.220 3.086 1.253 -0.11
O 2.357 4.300 0.503 0.07
C 2.927 5.223 1.341 -0.49
O 3.307 6.291 0.931 0.17
O 3.127 4.688 2.594 0.08
H 2.054 3.734 4.635 0.10
H 1.636 2.064 4.140 0.07
H 0.812 3.514 3.522 0.08
H 3.630 2.638 2.864 0.14
H 1.166 2.823 1.347 0.10
H 2.703 2.250 0.747 0.12
C 2.704 -1.181 -3.321 -0.01
C 3.378 -0.429 -4.487 -0.35
C 3.953 -1.288 -5.511 -0.12
O 3.304 -0.875 -6.687 0.10
C 2.466 0.146 -6.394 -0.55
O 1.981 0.880 -7.228 0.17
O 2.439 0.371 -5.112 0.11
H 2.320 -0.445 -2.614 0.07
H 3.322 -2.009 -2.975 0.06
H 1.751 -1.649 -3.566 0.08
H 4.118 0.268 -4.095 0.17
H 3.677 -2.334 -5.379 0.14
H 5.029 -1.115 -5.537 0.15
C -1.848 -0.153 4.241 -0.19
C -1.467 0.977 3.247 -0.16
O -2.665 1.683 2.842 -0.24
S -3.740 1.690 4.142 0.78
O -5.091 1.488 3.629 -0.23
O -3.468 2.889 4.955 -0.22
O -3.003 0.345 4.854 -0.20
H -1.095 -0.394 4.992 0.13
H -2.033 -1.053 3.654 0.11
H -1.065 0.498 2.354 0.11
H -0.871 1.836 3.555 0.11
```

The calculation puts the frontier orbital gap at 6.65 eV. Its relative energy (zero: lowest compared OMol25 entry of this formula, charge and spin) is 227.4 kJ/mol. For the LUMO energy, the calculation gives -7.4 eV. Its total charge is +2.